No. 1
Below is 4 unconnected molecules or ions with the total composition C32H48FN3O20PS3 in a non-equilibrium geometry, with properties calculated with wB97M-V/def2-TZVPD.

Last column: Mulliken charge in e.
Positions of all 108 atoms, in Å:
C -0.274 4.406 4.868  -0.50
C -1.414 3.575 4.662  -0.10
C -2.549 2.393 4.373  -0.28
C -1.789 1.124 3.591  -0.48
C -2.381 1.095 2.019  -0.60
C -1.270 0.401 1.042  -1.12
C -0.870 1.427 -0.167  1.59
C -2.302 1.904 -0.892  0.16
C -3.563 2.173 -1.463  -1.75
C -0.116 2.701 0.618  0.66
C -0.715 4.170 0.279  -0.69
O -1.846 4.613 1.134  -0.24
C -2.899 5.264 0.286  0.26
O -2.866 6.593 -0.010  -0.48
N 0.152 0.959 -1.164  0.93
C 0.465 1.880 -2.271  -0.63
C 2.052 2.401 -2.398  0.17
C 2.240 3.968 -1.855  -0.74
S 3.663 4.874 -2.704  1.14
O 4.404 4.036 -3.774  -0.57
O 3.184 6.273 -3.253  -0.61
O 4.824 5.267 -1.473  -0.47
C 0.190 -0.512 -1.409  0.09
C 1.770 -0.915 -1.784  -1.79
C 2.897 -0.827 -0.665  1.11
C 4.376 -0.704 -1.437  -1.15
C 2.866 0.335 0.461  -0.54
S -0.676 -1.044 -3.040  1.24
O -1.007 -2.536 -3.132  -0.52
O -1.885 -0.086 -3.387  -0.47
F 0.364 -0.774 -4.430  -0.38
C -0.209 -1.428 -0.129  -0.73
O -0.055 -2.891 -0.346  -0.49
N -1.494 -1.062 0.652  1.11
C -2.773 -1.371 -0.028  -0.13
P -3.360 -3.102 -0.419  0.95
O -3.634 -3.416 -1.979  -0.64
O -2.519 -4.466 0.211  -0.50
O -4.999 -3.275 0.269  -0.54
N -1.240 -1.772 1.849  -0.95
C -2.313 -2.085 2.584  0.20
S -3.781 -2.628 3.332  0.09
H 0.829 4.857 4.895  0.32
H -2.933 2.048 5.449  0.37
H -3.400 2.879 3.736  0.29
H -2.086 0.170 4.200  0.33
H -0.644 1.392 3.629  0.29
H -2.615 2.225 1.812  0.17
H -3.403 0.548 2.128  0.27
H -0.292 0.382 1.733  0.24
H -4.722 2.126 -1.743  0.29
H -0.090 2.578 1.783  0.20
H 1.039 2.716 0.308  -0.39
H -1.036 4.374 -0.824  0.33
H 0.158 4.953 0.507  0.24
H -3.794 4.657 -0.196  0.25
H 0.188 1.576 -3.366  0.51
H -0.092 2.933 -2.143  0.23
H 2.827 1.654 -1.956  -0.49
H 2.320 2.479 -3.560  0.44
H 2.467 4.022 -0.697  0.43
H 1.280 4.631 -2.040  0.28
H 5.002 4.381 -1.033  0.35
H 2.173 -0.336 -2.736  0.51
H 1.687 -2.052 -2.145  0.56
H 2.956 -1.873 -0.092  -0.03
H 4.767 0.405 -1.458  0.27
H 5.130 -1.315 -0.750  0.32
H 4.382 -1.238 -2.483  0.31
H 3.402 1.347 0.176  0.14
H 3.458 -0.073 1.414  0.38
H 1.784 0.609 0.882  -0.14
H 0.628 -1.254 0.711  0.45
H 0.810 -3.223 0.039  0.33
H -3.691 -0.827 0.513  0.43
H -2.752 -0.808 -1.083  0.24
H -1.860 -4.261 0.932  0.37
H -5.662 -3.399 -0.472  0.34
C 4.561 -6.240 -0.576  -0.41
C 4.292 -4.938 -1.258  -0.38
O 3.710 -4.150 -0.237  -0.10
C 4.128 -4.671 0.953  0.47
O 3.955 -4.138 2.037  -0.52
O 4.766 -5.864 0.773  -0.33
H 5.444 -6.745 -0.976  0.33
H 3.706 -6.923 -0.627  0.26
H 5.210 -4.450 -1.603  0.29
H 3.607 -5.045 -2.104  0.35
C 3.999 -5.101 5.410  -0.04
C 3.128 -6.314 5.358  -0.27
O 2.940 -6.639 6.722  -0.32
C 3.141 -5.492 7.435  0.63
O 2.896 -5.368 8.623  -0.54
O 3.650 -4.503 6.644  -0.32
H 3.810 -4.416 4.580  0.11
H 5.065 -5.353 5.428  0.24
H 2.152 -6.108 4.906  0.25
H 3.599 -7.143 4.823  0.29
C -5.956 2.684 -5.616  -0.32
C -6.730 3.947 -5.812  -0.34
O -7.439 4.087 -4.596  -0.32
C -6.744 3.391 -3.649  0.65
O -6.977 3.436 -2.453  -0.56
O -5.754 2.641 -4.215  -0.23
H -4.999 2.696 -6.145  0.30
H -6.520 1.796 -5.919  0.27
H -6.081 4.819 -5.946  0.26
H -7.420 3.884 -6.659  0.30

Maximum force (eV/A): 10.08
Gap between HOMO and LUMO (Eh): 0.22358
Charge: +1

---

No. 2
Below is 7 unconnected molecules or ions with the total composition C32H48FN9O2S in a non-equilibrium geometry, with properties calculated with wB97M-V/def2-TZVPD.

Last column: Mulliken charge in e.
Positions of all 93 atoms, in Å:
O 2.455 -0.762 1.612  -0.23
N 3.027 0.142 1.026  0.03
O 3.119 -0.089 -0.299  -0.22
C 1.931 0.564 -0.873  -0.10
C 0.482 -0.214 -0.902  -0.34
C -0.840 0.562 -1.507  0.24
C -2.267 -0.307 -1.457  -0.12
C -3.508 0.796 -1.511  -0.44
F -3.418 1.822 -0.417  -0.32
C -0.746 2.088 -2.105  -0.49
C 0.705 2.851 -2.073  0.53
N 0.799 4.269 -2.593  -0.36
S 2.526 4.581 -2.298  0.13
N 3.158 3.085 -1.567  -0.31
C 2.024 2.090 -1.467  0.22
H 0.457 -1.306 -0.446  0.54
H -2.332 -0.794 -0.372  0.29
H -2.310 -1.104 -2.314  0.35
H -4.491 0.168 -1.298  0.30
H -3.598 1.274 -2.585  0.30
H -1.668 2.681 -2.528  0.06
C 5.712 -0.949 -3.874  -0.96
C 5.858 0.071 -4.999  -0.55
C 5.028 1.335 -4.768  0.17
C 3.554 0.973 -4.682  0.16
N 2.332 0.672 -4.610  -0.54
H 4.682 -1.308 -3.785  0.38
H 6.344 -1.821 -4.067  0.34
H 6.011 -0.517 -2.912  0.07
H 5.564 -0.400 -5.945  0.34
H 6.914 0.348 -5.092  0.34
H 5.177 2.039 -5.593  0.37
H 5.332 1.831 -3.840  -0.13
C 7.991 4.289 -0.396  -1.26
C 6.927 3.197 -0.369  -0.21
C 7.480 1.819 -0.740  -0.21
C 8.048 1.856 -2.149  0.22
N 8.519 1.886 -3.318  -0.55
H 8.411 4.421 -1.398  0.36
H 7.558 5.249 -0.097  0.36
H 8.811 4.056 0.294  0.30
H 6.120 3.471 -1.059  0.11
H 6.491 3.150 0.635  0.36
H 6.683 1.070 -0.693  0.13
H 8.269 1.520 -0.041  0.41
C -1.904 -3.150 4.256  -0.76
C -0.481 -3.458 3.801  -0.60
C 0.237 -2.236 3.225  -0.39
C -0.519 -1.721 2.011  0.39
N -1.146 -1.293 1.005  -0.69
H -2.535 -2.828 3.422  0.16
H -2.367 -4.044 4.686  0.10
H -1.910 -2.363 5.018  0.37
H -0.514 -4.258 3.051  0.33
H 0.090 -3.841 4.654  0.37
H 1.256 -2.505 2.926  0.28
H 0.302 -1.440 3.974  0.33
C -2.549 5.834 -4.425  -1.08
C -2.398 6.769 -5.620  -0.51
C -0.982 6.768 -6.201  -0.30
C 0.007 7.231 -5.144  0.24
N 0.827 7.615 -4.266  -0.50
H -1.908 6.137 -3.590  0.35
H -3.582 5.846 -4.061  0.37
H -2.295 4.804 -4.698  0.25
H -2.673 7.786 -5.312  0.30
H -3.105 6.467 -6.400  0.32
H -0.929 7.443 -7.062  0.29
H -0.706 5.764 -6.539  0.28
C -3.572 -9.229 5.802  -1.15
C -3.734 -7.791 6.282  -0.48
C -4.373 -6.881 5.232  -0.16
C -3.501 -6.842 3.987  0.20
N -2.778 -6.809 2.955  -0.53
H -2.904 -9.295 4.938  0.35
H -3.139 -9.848 6.594  0.34
H -4.541 -9.661 5.524  0.30
H -2.749 -7.399 6.564  0.28
H -4.353 -7.785 7.186  0.33
H -4.479 -5.866 5.629  0.21
H -5.370 -7.246 4.962  0.33
C -6.749 0.321 3.911  -1.24
C -5.611 -0.518 3.339  -0.27
C -5.935 -2.013 3.298  -0.27
C -6.200 -2.520 4.706  0.23
N -6.420 -2.940 5.875  -0.53
H -6.963 0.056 4.951  0.36
H -6.484 1.382 3.894  0.35
H -7.666 0.188 3.326  0.31
H -4.709 -0.350 3.940  0.22
H -5.390 -0.172 2.323  0.29
H -5.095 -2.568 2.868  0.21
H -6.818 -2.198 2.676  0.37

Maximum force (eV/A): 11.11
Gap between HOMO and LUMO (Eh): 0.25211
Charge: 0

---

No. 3
Below is a molecular structure, C32H48MnN4O18 in a non-equilibrium geometry, with properties calculated with wB97M-V/def2-TZVPD.

Last column: Mulliken charge in e.
Positions of all 103 atoms, in Å:
Mn 23.721 16.746 -21.737  0.98
C 22.206 16.346 -17.853  -0.82
C 20.950 16.037 -17.429  0.32
C 19.815 15.832 -18.445  0.16
O 18.577 15.547 -18.102  -0.78
C 20.043 15.877 -19.811  -0.85
C 21.349 16.232 -20.360  0.73
C 22.487 16.432 -19.340  0.76
O 23.638 16.665 -19.762  -0.76
O 21.645 16.315 -21.573  -0.52
O 20.805 16.000 -16.127  -0.76
H 22.993 16.585 -17.153  0.48
H 19.211 15.885 -20.500  0.34
C 27.255 17.201 -23.974  -1.09
C 27.324 17.109 -25.331  0.41
C 26.152 16.920 -26.254  0.61
O 26.271 16.720 -27.527  -0.51
C 24.923 16.844 -25.765  -0.77
C 24.671 16.875 -24.294  0.56
C 25.982 17.010 -23.331  0.43
O 25.694 16.996 -22.116  -0.37
O 23.524 16.839 -23.780  -0.50
O 28.564 17.013 -25.769  -0.83
H 28.117 17.378 -23.348  0.41
H 24.065 16.782 -26.417  0.29
C 22.283 7.832 -17.313  -1.15
C 23.692 8.210 -17.737  -0.18
O 23.530 8.592 -19.130  -0.27
C 24.413 9.456 -19.743  0.69
O 25.472 9.950 -19.231  -0.61
O 23.896 9.892 -20.888  -0.28
C 24.633 10.807 -21.722  -0.26
H 21.972 7.138 -18.093  0.30
H 21.515 8.603 -17.385  0.31
H 22.254 7.326 -16.348  0.36
H 24.472 7.455 -17.640  0.32
H 23.926 9.093 -17.143  0.28
H 24.427 11.855 -21.504  -0.28
H 24.309 10.642 -22.750  0.28
H 25.693 10.555 -21.684  0.49
C 19.026 20.297 -29.433  -1.07
C 18.017 19.164 -28.944  -0.24
O 18.709 18.005 -28.529  -0.36
C 19.300 17.966 -27.295  0.68
O 19.305 18.909 -26.501  -0.58
O 19.830 16.735 -27.156  -0.35
C 20.840 16.542 -26.133  -0.56
H 19.633 20.770 -28.662  0.31
H 18.374 21.061 -29.857  0.34
H 19.721 19.910 -30.179  0.30
H 17.342 18.903 -29.759  0.31
H 17.479 19.564 -28.085  0.30
H 20.428 16.273 -25.161  0.33
H 21.473 17.414 -25.969  0.32
H 21.459 15.724 -26.500  0.26
C 22.871 19.900 -21.323  0.13
O 23.114 18.818 -21.857  -0.79
N 23.763 20.875 -21.461  0.24
C 23.448 22.256 -21.129  -1.08
C 25.029 20.710 -22.202  -0.85
H 21.973 20.174 -20.748  0.37
H 22.544 22.470 -20.560  0.34
H 23.222 22.801 -22.046  0.40
H 24.178 22.826 -20.554  0.33
H 25.702 21.567 -22.161  0.34
H 25.615 19.878 -21.811  0.18
H 24.762 20.573 -23.250  0.34
C 23.187 17.895 -14.934  0.22
O 22.734 17.102 -14.123  -0.60
N 24.430 17.798 -15.411  0.13
C 24.805 18.629 -16.598  -0.91
C 25.479 16.913 -14.877  -0.94
H 22.576 18.693 -15.384  0.31
H 24.919 17.994 -17.477  0.24
H 25.731 19.166 -16.393  0.38
H 24.072 19.400 -16.837  0.27
H 26.052 16.270 -15.546  0.28
H 26.258 17.598 -14.544  0.31
H 25.121 16.263 -14.079  0.34
C 27.345 15.343 -18.943  0.28
O 27.983 15.684 -17.905  -0.75
N 27.214 14.069 -19.348  0.18
C 26.251 13.613 -20.358  -0.53
C 28.006 12.988 -18.826  -0.98
H 26.747 15.988 -19.605  0.25
H 25.969 14.460 -20.984  -0.15
H 25.320 13.194 -19.976  0.31
H 26.734 12.821 -20.930  0.32
H 27.352 12.117 -18.827  0.31
H 28.885 12.755 -19.427  0.29
H 28.356 13.122 -17.803  0.32
C 23.201 13.896 -22.804  -0.21
O 23.856 14.607 -22.065  -0.20
N 22.280 12.981 -22.434  0.49
C 21.712 11.976 -23.324  -1.13
C 21.892 12.814 -21.043  -1.10
H 23.445 13.802 -23.874  0.30
H 22.130 11.985 -24.330  0.32
H 20.675 12.235 -23.536  0.38
H 21.733 10.968 -22.910  0.35
H 22.633 13.169 -20.327  0.23
H 21.002 13.359 -20.730  0.39
H 21.767 11.754 -20.820  0.42

Maximum force (eV/A): 6.17
Gap between HOMO and LUMO (spin up / spin down) (Eh): 0.15258 / 0.16714
Charge: -2
2S+1: 6